ORCA calculation (the ωB97M-V functional and the def2-TZVPD basis) on C59H41IrN6Se as an isolated structure in a non-equilibrium geometry.

Each line ends with the Mulliken charge.
Positions of all 108 atoms, in Å:
Ir1 0.24399 0.49483 -0.51270  0.606
C1 3.09393 -3.99586 5.59362  -0.575
C2 2.35785 -2.81726 5.59961  -0.821
C3 2.08732 -2.16240 4.40868  0.346
C4 2.54214 -2.67695 3.19059  0.173
C5 3.28882 -3.85314 3.20003  -0.395
C6 3.56580 -4.50514 4.39406  -0.882
C7 2.23916 -1.99198 1.90643  1.755
C8 1.88048 -2.70747 0.82711  -1.279
C9 1.21145 -4.06274 0.70922  -0.412
C10 0.26940 -4.29586 -1.86690  -0.553
C11 -0.11283 -2.91200 -2.21042  -0.678
N1 0.33470 -1.51242 -0.25195  -0.551
C12 0.04624 -2.12538 -3.27324  1.231
C13 -0.23196 -0.68240 -3.42032  0.907
C14 -0.62122 -0.21816 -4.71294  -1.514
C15 -0.82198 1.12123 -4.63259  -1.198
C16 -0.48746 1.50966 -3.30452  0.319
C17 -0.42116 2.82642 -2.90899  1.416
C18 -0.83926 3.87478 -3.88079  -0.972
C19 -1.98471 4.62418 -3.61824  0.020
C20 -2.38847 5.61638 -4.49831  -0.929
C21 -1.64305 5.87866 -5.64092  -0.409
C22 -0.50142 5.13621 -5.90537  -0.882
C23 -0.10065 4.13505 -5.03168  -0.007
C24 0.03559 3.29398 -1.65443  1.004
N2 0.35724 2.49022 -0.61167  0.629
C25 0.66796 3.29754 0.43434  -0.076
C26 1.02467 2.85594 1.73598  0.673
C27 0.66347 3.70812 2.87694  1.077
C28 1.17740 3.52288 4.17232  -0.190
C29 0.75877 4.31018 5.22624  -1.252
C30 -0.20132 5.29544 5.03854  -0.411
C31 -0.76481 5.46499 3.78303  -1.125
C32 -0.35474 4.67379 2.72719  -0.383
C33 1.75087 1.63479 1.91964  0.232
C34 2.87504 1.50557 2.75733  -1.482
C35 3.23477 0.18158 2.72240  -1.613
C36 2.33650 -0.49633 1.87776  -0.600
N3 1.46544 0.42419 1.31440  0.602
C37 0.62903 4.66201 0.00909  -1.533
C38 0.23905 4.65742 -1.29417  -1.403
N4 -0.16652 0.37124 -2.55010  -0.355
C39 0.54482 -2.82293 -4.50745  -1.344
C40 1.90760 -2.84971 -4.78683  -0.048
C41 2.38043 -3.53191 -5.90065  -0.911
C42 1.49473 -4.18403 -6.74725  -0.384
C43 0.13422 -4.16315 -6.47027  -0.921
C44 -0.33923 -3.49066 -5.35145  0.213
H1 3.30025 -4.51178 6.52315  0.411
H2 1.99817 -2.40332 6.53371  0.435
H3 1.51898 -1.24110 4.41721  0.089
H4 3.68981 -4.24052 2.27031  0.482
H5 4.16072 -5.40974 4.39028  0.396
H6 0.78859 -4.36383 1.66913  0.431
H7 0.98628 -4.90158 -2.40693  0.571
H8 -0.74126 -0.84819 -5.57798  0.606
H9 -1.13864 1.78497 -5.42057  0.602
H10 -2.56742 4.40607 -2.73032  0.527
H11 -3.29090 6.18026 -4.29851  0.402
H12 -1.95820 6.65873 -6.32291  0.404
H13 0.07607 5.32489 -6.80209  0.394
H14 0.79225 3.55558 -5.23618  0.508
H15 1.90544 2.75374 4.36460  0.498
H16 1.17464 4.14728 6.21262  0.441
H17 -0.52974 5.90113 5.87422  0.427
H18 -1.54878 6.19528 3.62901  0.408
H19 -0.86004 4.77238 1.78095  0.528
H20 3.38818 2.31333 3.25477  0.963
H21 4.07355 -0.28557 3.21562  0.686
H22 0.92415 5.50760 0.60920  0.788
H23 0.12649 5.50134 -1.95535  0.567
H24 2.59625 -2.32976 -4.12929  0.481
H25 3.44322 -3.54652 -6.10897  0.416
H26 1.86060 -4.70437 -7.62318  0.401
H27 -0.56489 -4.66638 -7.12750  0.409
H28 -1.40260 -3.46509 -5.13731  0.498
N5 1.69267 -1.96413 -0.36346  -0.056
C45 -0.48267 -2.60147 -0.78385  1.606
C46 0.14657 -3.97641 -0.37965  0.484
C47 -0.76149 -5.01956 -0.94118  -1.127
C48 -2.20396 -4.81883 -1.00301  -1.337
C49 -2.80083 -3.55989 -0.89324  1.362
C50 -4.19123 -3.33817 -0.99783  -1.114
C51 -4.67602 -2.05634 -0.94562  -0.868
C52 -3.79031 -1.00354 -0.74927  -0.590
N6 -2.47064 -1.18514 -0.61723  0.021
C53 -1.98812 -2.41047 -0.68753  -0.682
H29 0.09797 -1.47908 0.74756  0.658
H30 2.31279 -1.17047 -0.42469  0.722
H31 1.93572 -4.82846 0.41820  0.445
H32 -0.45214 -6.04320 -0.77100  0.586
H33 -2.83529 -5.68857 -1.14111  0.470
H34 -4.84783 -4.18719 -1.14832  0.459
H35 -5.73385 -1.85518 -1.05605  0.422
H36 -4.13599 0.02263 -0.69505  0.511
Se1 -1.85513 1.01746 1.60149  0.342
C54 -1.77064 1.15726 3.48413  0.123
C55 -2.68627 1.96348 4.16080  -0.593
C56 -2.72786 1.94114 5.54652  -0.719
C57 -1.86290 1.12115 6.26212  -0.624
C58 -0.92960 0.33974 5.59121  -0.515
C59 -0.88088 0.35628 4.20735  0.412
H37 -3.36800 2.59037 3.59907  0.420
H38 -3.44858 2.55651 6.07081  0.413
H39 -1.92423 1.08292 7.34256  0.415
H40 -0.25047 -0.29561 6.14780  0.439
H41 -0.17009 -0.26151 3.67043  0.031

Forces on the atoms, in the same order (eV/Å):
Ir -0.33 0.52 1.71
C -0.03 0.02 0.04
C -0.03 0.02 -0.07
C 0.01 -0.07 -0.04
C -0.07 0.19 0.14
C 0.06 0.01 -0.01
C -0.03 -0.06 0.00
C 0.15 -0.06 0.00
C -0.16 0.20 0.04
C 0.14 -0.18 0.01
C -0.01 -0.13 -0.51
C -0.07 0.00 0.30
N -0.91 -0.53 0.34
C 0.14 -0.03 -0.13
C -0.15 0.05 0.10
C 0.02 -0.06 0.03
C 0.03 -0.16 -0.05
C -0.12 0.43 -0.02
C -0.01 -0.25 -0.20
C 0.00 0.12 -0.04
C -0.01 -0.07 0.03
C 0.00 -0.02 -0.04
C -0.04 0.00 0.03
C 0.02 -0.03 -0.07
C 0.02 0.00 0.05
C 0.09 0.21 0.27
N -0.01 0.32 -0.03
C -0.23 0.37 0.08
C 0.25 -0.28 -0.30
C 0.06 0.20 0.07
C -0.02 -0.03 -0.02
C 0.05 0.03 0.10
C -0.02 -0.01 -0.02
C -0.03 -0.02 0.06
C 0.07 -0.14 -0.05
C -0.11 0.20 0.22
C -0.12 -0.04 0.10
C 0.20 -0.25 -0.19
C -0.13 0.09 0.16
N -0.07 0.37 -0.62
C 0.04 -0.14 0.31
C -0.07 -0.14 -0.38
N 0.05 -0.39 0.27
C 0.01 0.05 -0.03
C -0.03 0.04 -0.05
C 0.03 0.04 0.01
C -0.03 0.01 0.02
C -0.06 0.02 0.00
C 0.04 0.02 0.00
H 0.03 0.03 -0.03
H 0.00 -0.04 -0.02
H 0.05 -0.01 0.03
H -0.02 0.02 0.01
H -0.02 0.01 -0.03
H 0.02 0.01 0.02
H 0.05 0.03 0.13
H 0.02 0.00 0.03
H -0.02 -0.03 0.07
H 0.02 0.06 -0.01
H 0.04 -0.01 0.02
H 0.03 -0.04 0.01
H -0.01 0.03 0.05
H -0.01 0.03 0.01
H -0.16 0.01 0.09
H 0.01 -0.02 -0.04
H 0.01 -0.01 -0.04
H 0.02 -0.02 0.00
H -0.07 -0.02 0.01
H 0.00 -0.13 -0.06
H -0.10 0.00 0.07
H -0.02 -0.04 -0.06
H 0.02 -0.03 0.03
H -0.01 -0.04 -0.02
H -0.03 -0.01 0.00
H 0.01 0.00 0.03
H 0.05 0.00 0.02
H 0.04 -0.04 0.02
N 0.12 -0.40 -0.28
C -0.51 0.35 -0.23
C -0.13 0.23 0.09
C 0.28 0.26 0.14
C -0.21 -0.35 -0.10
C 0.16 0.26 0.17
C 0.20 -0.25 -0.06
C -0.24 0.14 0.03
C 0.28 -0.04 0.09
N 0.06 -0.01 -0.18
C 0.08 -0.02 0.02
H 0.05 -0.14 0.05
H -0.07 0.23 0.14
H -0.05 -0.07 0.00
H 0.11 0.01 -0.01
H 0.04 0.03 -0.03
H -0.02 0.05 0.01
H 0.03 -0.02 0.02
H -0.01 -0.04 0.02
Se 0.24 -0.36 -2.02
C 1.03 -0.30 0.38
C 0.15 0.10 -0.34
C 0.01 -0.20 0.09
C -0.03 0.07 0.03
C 0.01 0.05 -0.04
C -0.12 0.09 0.02
H 0.03 0.05 0.02
H 0.01 -0.02 -0.03
H 0.03 0.05 -0.03
H -0.02 0.01 0.00
H -0.07 0.01 0.01

Computed properties:
Charge: +1
Calculated total energy (hartree): -5106.82661
Relative energy (zero: lowest compared OMol25 entry of this formula, charge and spin) (eV): 6.0205
Expectation value of S²: 0.79
Kohn-Sham gap (spin up / spin down) (eV): 4.669 / 5.023
2S+1: 2

ORCA calculation (the ωB97M-V functional and the def2-TZVPD basis) on C10H28N4O3PPdTe as an isolated structure in a non-equilibrium geometry.

Each line ends with the natural charge from an NBO analysis.
Positions of all 48 atoms, in Å:
Pd1 0.17270 0.13922 1.12704  0.048
N1 0.94581 -1.64347 -0.74152  -0.810
C1 -0.05699 -2.63854 -1.00511  -0.219
C2 -1.51085 -2.12631 -0.97331  -0.229
N2 -1.89250 -1.52403 0.30246  -0.460
C3 -3.13053 -0.77369 0.11379  -0.228
C4 -3.48456 0.14881 1.29341  -0.222
N3 -2.44896 1.09671 1.61456  -0.843
C5 -2.04346 -2.54041 1.34089  -0.234
C6 -1.51684 -2.11168 2.71694  -0.223
N4 -0.10492 -1.79090 2.64796  -0.850
H1 0.97071 -0.95856 -1.49672  0.378
H2 0.66142 -1.07954 0.10427  0.304
H3 0.07018 -3.45926 -0.28420  0.157
H4 0.11805 -3.05835 -2.00555  0.184
H5 -2.20211 -2.95251 -1.23636  0.148
H6 -1.59435 -1.35378 -1.74208  0.214
H7 -3.98107 -1.46276 -0.07415  0.145
H8 -2.99824 -0.13557 -0.76449  0.210
H9 -3.71040 -0.45328 2.18321  0.160
H10 -4.40720 0.68590 1.03376  0.183
H11 -1.50422 0.61235 1.58820  0.333
H12 -2.38947 1.80401 0.88474  0.365
H13 -1.48636 -3.43498 1.04583  0.190
H14 -3.10114 -2.83718 1.44373  0.176
H15 -1.73444 -2.94292 3.41790  0.156
H16 -2.03195 -1.21686 3.07102  0.209
H17 0.45392 -2.60473 2.40261  0.364
H18 0.22106 -1.40784 3.53185  0.386
C7 0.73682 4.12455 -2.92938  -0.632
C8 1.87903 3.42825 -2.20363  -0.065
O1 1.62286 3.31244 -0.83462  -0.837
P1 0.98146 1.84054 -0.34559  1.928
O2 -0.10867 1.47054 -1.28336  -1.184
Te1 0.91019 2.43047 2.01312  -0.573
O3 2.28416 0.88948 -0.73257  -0.851
C9 3.46103 1.04536 0.01262  -0.071
C10 4.47580 -0.00903 -0.40364  -0.622
H19 0.90580 4.10498 -4.00564  0.186
H20 0.65143 5.15531 -2.59150  0.192
H21 -0.18279 3.59652 -2.69075  0.237
H22 2.81365 3.99726 -2.32106  0.156
H23 2.02480 2.42968 -2.63774  0.175
H24 3.23057 0.94305 1.08718  0.200
H25 3.86898 2.05456 -0.15139  0.165
H26 4.12095 -0.99490 -0.11176  0.214
H27 5.43266 0.19761 0.07296  0.193
H28 4.60799 0.00347 -1.48393  0.198

Forces on the atoms, in the same order (eV/Å):
Pd 0.49 0.41 1.40
N 0.23 0.02 -0.29
C -0.49 -0.12 -0.02
C 0.40 -0.16 -0.11
N -0.40 -0.39 -0.22
C -0.25 0.35 0.21
C -0.03 -0.29 -0.33
N 0.03 0.01 0.15
C 0.11 0.20 0.28
C -0.32 -0.37 -0.02
N 0.22 -0.01 0.17
H 0.05 -0.07 0.24
H 0.86 -1.32 -1.17
H -0.05 0.00 -0.15
H -0.05 -0.07 0.18
H 0.04 0.07 -0.03
H -0.03 -0.01 0.06
H 0.12 0.03 -0.07
H 0.02 -0.08 0.02
H -0.11 0.03 -0.10
H 0.07 -0.14 0.05
H -1.39 0.81 0.34
H 0.14 -0.06 0.13
H -0.06 0.03 0.02
H 0.08 -0.03 -0.02
H -0.05 0.25 -0.11
H 0.00 -0.11 -0.01
H -0.01 0.19 0.10
H 0.09 -0.08 -0.33
C 0.15 -0.09 0.23
C 0.14 -0.04 -0.89
O -0.30 -0.44 0.53
P 0.84 0.44 0.38
O -0.52 0.10 -0.74
Te 0.12 0.40 0.42
O -0.55 0.28 -0.22
C 0.72 0.04 0.48
C -0.38 0.18 -0.02
H -0.03 0.06 -0.12
H -0.05 0.13 -0.01
H -0.09 -0.03 -0.08
H -0.10 -0.11 0.00
H 0.10 0.18 -0.07
H 0.15 0.10 -0.30
H -0.06 -0.11 0.08
H 0.02 -0.12 -0.02
H 0.09 -0.04 0.06
H 0.07 -0.01 -0.11

Computed properties:
Charge: -1
Calculated total energy (hartree): -1579.91815
Relative energy (zero: lowest compared OMol25 entry of this formula, charge and spin) (eV): 0.4178
Kohn-Sham gap (eV): 6.049